{"formula": "C23H42Cl3N2O4RuSi", "method": "ωB97M-V with the def2-TZVPD basis set", "total_energy_ha": -3076.91107, "spin_multiplicity": 6, "homo_lumo_gap_ev": [5.8, 6.0], "e_above_lowest_kcal_mol": 97.4, "molar_mass_g_mol": 646.1, "homo_ev": [-5.30, -6.41], "elements": ["C", "C", "H", "H", "H", "C", "C", "H", "H", "H", "H", "Ru", "Cl", "Cl", "H", "H", "C", "C", "N", "H", "C", "O", "H", "H", "H", "H", "H", "H", "C", "C", "N", "H", "C", "O", "H", "H", "H", "H", "O", "C", "C", "C", "H", "C", "H", "C", "H", "C", "C", "H", "H", "H", "Si", "Cl", "C", "C", "C", "H", "H", "H", "H", "H", "H", "H", "H", "H", "C", "C", "C", "O", "H", "H", "H", "H", "H", "H"], "coordinates": [[-3.68847, 2.29202, -2.88489], [-2.75507, 2.64866, -1.73723], [-4.59852, 2.91428, -2.85945], [-3.94970, 1.23074, -2.87521], [-3.17738, 2.48058, -3.84754], [-2.73348, 3.90080, -1.13702], [-3.87663, 4.81050, -1.09539], [-1.77431, 4.30411, -0.87824], [-4.71368, 4.32241, -0.58107], [-4.24938, 5.15244, -2.07705], [-3.59461, 5.68900, -0.51084], [1.25840, -1.88217, 0.63664], [1.88617, -2.19373, -1.57255], [0.36020, -3.60392, 1.75232], [4.63655, -5.71883, 2.44797], [4.13709, -6.68440, -0.18211], [3.59858, -5.36142, 2.34508], [3.16836, -6.19665, 0.03495], [3.34421, -5.05951, 0.93885], [3.43676, -4.47035, 2.95400], [3.37214, -3.81355, 0.47052], [3.15247, -2.78386, 1.18354], [2.71048, -5.85002, -0.89953], [3.55610, -3.71939, -0.61829], [2.92359, -6.17450, 2.65143], [2.53184, -6.95282, 0.51338], [-2.88102, 0.42263, 1.83124], [-1.71932, 3.19151, 2.47043], [-2.30733, 0.41339, 2.77212], [-1.07622, 2.54445, 3.10708], [-1.04455, 1.13766, 2.68043], [-2.10315, -0.60775, 3.10124], [0.13303, 0.50638, 2.40258], [0.36993, -0.72914, 2.48386], [-0.04788, 2.94240, 3.12034], [0.91361, 1.18519, 2.03759], [-2.91838, 0.94355, 3.50917], [-1.51755, 2.58375, 4.11085], [-2.40584, 1.35308, -0.94596], [-1.42108, 1.88968, -1.78644], [-0.06816, 2.97726, 0.05828], [-0.18277, 2.46147, -1.23369], [-0.95249, 2.83994, 0.70927], [1.03632, 3.74894, 0.39654], [-1.31316, 1.36944, -2.78075], [0.85064, 2.68372, -2.16758], [1.05447, 4.24072, 1.38342], [2.05470, 3.98370, -0.53966], [1.96017, 3.42659, -1.81769], [0.68356, 2.26019, -3.16288], [2.89965, 4.64068, -0.28839], [2.72625, 3.59188, -2.58600], [-2.34019, -1.97537, -0.86918], [-0.44907, -0.63341, -0.21386], [-3.00615, -2.76425, 0.69809], [-1.31532, -3.47415, -1.45864], [-3.52193, -1.30993, -2.10737], [-2.85567, -2.16300, 1.59903], [-2.50920, -3.73880, 0.85303], [-4.07654, -2.97648, 0.57135], [-4.34236, -0.76308, -1.62531], [-3.95662, -2.16812, -2.63405], [-3.02882, -0.68071, -2.85676], [-0.56617, -3.22953, -2.24297], [-2.00213, -4.27212, -1.83426], [-0.77593, -3.89982, -0.59432], [3.95545, 0.46344, -1.03530], [3.24390, 0.54121, 0.25802], [3.74055, 1.43030, 1.32648], [2.12147, 0.00940, 0.45070], [4.27166, 1.46964, -1.31967], [3.31842, 0.02877, -1.80842], [4.85889, -0.16244, -0.92891], [3.38107, 2.44342, 1.12953], [3.33363, 1.12277, 2.29239], [4.83595, 1.42054, 1.31273]]}

---

{"formula": "C23H42Cl3N4O3SiYb", "method": "ωB97M-V with the def2-TZVPD basis set", "total_energy_ha": -4175.29954, "spin_multiplicity": 2, "homo_lumo_gap_ev": [7.8, 7.8], "e_above_lowest_kcal_mol": 0.0, "molar_mass_g_mol": 730.1, "homo_ev": [-7.72, -7.72], "elements": ["C", "C", "H", "H", "H", "C", "C", "H", "H", "H", "H", "Yb", "Cl", "Cl", "H", "H", "C", "C", "N", "H", "C", "O", "H", "H", "H", "H", "H", "H", "C", "C", "N", "H", "C", "O", "H", "H", "H", "H", "O", "C", "C", "C", "H", "C", "H", "C", "H", "C", "C", "H", "H", "H", "Si", "Cl", "C", "C", "C", "H", "H", "H", "H", "H", "H", "H", "H", "H", "C", "N", "C", "C", "N", "H", "H", "H", "H", "H", "H"], "coordinates": [[0.94327, 0.64190, -4.08315], [-0.52481, 0.69201, -3.96524], [1.28633, 0.10096, -4.96974], [1.39053, 0.17517, -3.18459], [1.35405, 1.66381, -4.13072], [-1.41976, 0.35786, -4.91033], [-1.11788, -0.12179, -6.28527], [-2.48038, 0.46398, -4.68653], [-0.04763, -0.26115, -6.47818], [-1.49951, 0.58322, -7.03963], [-1.62126, -1.07922, -6.48841], [0.05471, -0.02034, 0.00009], [0.50902, 2.34155, 0.20602], [2.22605, -0.55221, -0.72766], [1.23089, -0.35316, 5.45262], [3.33036, 1.09694, 4.88735], [1.47499, -0.93517, 4.55354], [3.46054, 0.44668, 4.01590], [2.19652, -0.10247, 3.59836], [0.55615, -1.29763, 4.08901], [1.72419, 0.12327, 2.40336], [0.67096, -0.40125, 2.05349], [3.88229, 1.03584, 3.19312], [2.32553, 0.74277, 1.72565], [2.09805, -1.78726, 4.85482], [4.16316, -0.35294, 4.27441], [0.21974, -2.14836, -3.39884], [-2.27642, -2.34789, -3.74117], [0.15890, -2.87002, -2.56908], [-2.26167, -3.12240, -2.95833], [-1.18041, -2.86076, -2.03041], [0.87201, -2.56880, -1.79487], [-1.44576, -2.42074, -0.79292], [-0.59174, -2.10467, 0.03060], [-3.22381, -3.11254, -2.43093], [-2.51624, -2.39423, -0.54680], [0.39272, -3.87312, -2.94763], [-2.12313, -4.10235, -3.43095], [-0.86197, 0.08346, -1.85140], [-0.99320, 1.09260, -2.56274], [-3.46657, 0.73270, -2.19709], [-2.44609, 1.61270, -2.51474], [-3.21930, -0.29620, -1.94531], [-4.79171, 1.17458, -2.19072], [-0.35646, 1.96825, -2.26686], [-2.73134, 2.93924, -2.79997], [-5.58709, 0.47617, -1.95220], [-5.08485, 2.50170, -2.48758], [-4.04881, 3.38525, -2.78592], [-1.91971, 3.62296, -3.03764], [-6.11548, 2.84849, -2.48304], [-4.26668, 4.42575, -3.00993], [7.10431, -2.14409, -1.18479], [7.04714, -2.15581, -3.26456], [6.28614, -3.71529, -0.59266], [6.18421, -0.63245, -0.60619], [8.90390, -2.08440, -0.67427], [5.24318, -3.76923, -0.93343], [6.28431, -3.76889, 0.50471], [6.80873, -4.60418, -0.97169], [9.45512, -2.95575, -1.05379], [9.00250, -2.07514, 0.41999], [9.39656, -1.18290, -1.06350], [5.13556, -0.65054, -0.94118], [6.64351, 0.28766, -0.99367], [6.17992, -0.56733, 0.49235], [-2.36110, 2.55120, 4.35211], [-2.72165, 1.41053, 3.43784], [-4.05105, 0.77041, 3.74511], [-1.99050, 1.03630, 2.51885], [-1.35465, 0.68819, 1.59546], [-3.10501, 2.78314, 5.13519], [-2.21786, 3.45093, 3.73265], [-1.40657, 2.30148, 4.84545], [-4.68352, 0.85317, 2.84737], [-3.87235, -0.29508, 3.96037], [-4.59995, 1.20896, 4.59777]]}

---

{"formula": "C23H42ClN12O3Zr", "method": "ωB97M-V with the def2-TZVPD basis set", "total_energy_ha": -2290.75015, "homo_lumo_gap_ev": 5.5, "total_charge": 3, "molar_mass_g_mol": 661.3, "homo_ev": -15.54, "elements": ["Zr", "C", "C", "N", "C", "C", "N", "C", "C", "N", "C", "C", "N", "C", "C", "C", "C", "C", "C", "C", "N", "H", "H", "H", "H", "H", "H", "H", "H", "H", "H", "H", "H", "H", "H", "H", "H", "H", "H", "H", "H", "H", "H", "H", "N", "N", "C", "N", "N", "N", "O", "O", "H", "H", "H", "H", "H", "Cl", "C", "H", "H", "C", "N", "C", "C", "C", "N", "C", "C", "O", "H", "H", "H", "H", "H", "H", "H", "H", "H", "H", "H", "H"], "coordinates": [[-0.31069, 0.25970, -0.67123], [0.70034, -4.27359, -0.57978], [0.15862, -2.92241, -0.39442], [0.38768, -1.88529, -1.23049], [0.87943, -2.14461, -2.52042], [-1.13128, -1.00966, -3.72065], [-1.79259, -0.90433, -2.39053], [-3.07058, -0.19911, -2.47159], [-3.10975, 1.26109, -2.10943], [-1.79616, 1.83290, -1.82756], [-1.84338, 3.02492, -0.88526], [-2.23532, 2.57904, 0.54691], [-1.69811, 1.24903, 0.88748], [-2.27389, 0.44842, 1.74360], [-3.17098, 1.13628, 4.02468], [-1.84990, -0.94754, 1.77041], [-2.28271, -1.86481, 2.66584], [-1.64495, -3.07144, 2.80954], [-0.88129, -3.56350, 1.77503], [-0.59905, -2.65621, 0.72432], [-0.88094, -1.27958, 0.84317], [0.00022, -5.06053, -0.89196], [1.22257, -4.57800, 0.36729], [1.36291, -4.14880, -1.46427], [0.40282, -3.04728, -2.98933], [1.95120, -2.37754, -2.59301], [-1.07661, -2.23873, -5.30876], [-1.16063, -0.14226, -4.40569], [-1.90260, -1.88674, -2.00223], [-3.76245, -0.78836, -1.79919], [-3.45509, -0.22613, -3.51534], [-3.71914, 1.27584, -1.17768], [-3.75855, 1.82847, -2.82224], [-1.42289, 2.14242, -2.71235], [-2.63962, 3.76637, -1.21499], [-0.91778, 3.57590, -0.89663], [-3.29762, 2.71235, 0.61811], [-1.75030, 3.18940, 1.29137], [-2.08320, 1.54818, 4.00993], [-3.10863, 0.27976, 4.73502], [-3.74066, 1.96885, 4.36825], [-3.02871, -1.52490, 3.34882], [-1.61821, -3.70421, 3.68502], [-0.26831, -4.43757, 1.89343], [1.18811, 2.10883, -1.13320], [1.10677, 2.38130, -2.52932], [1.12033, 1.29761, -3.34845], [1.18099, 1.40215, -4.67220], [0.80242, 0.17560, -2.70330], [0.45494, -1.04648, -3.49762], [0.93425, -1.22164, -4.72121], [-1.54610, -2.10088, -4.43504], [1.17857, 2.95881, -0.55370], [2.12274, 1.75816, -0.89981], [1.55846, 3.19900, -2.83781], [1.28140, 2.29917, -5.18291], [1.26436, 0.53312, -5.27391], [-4.31399, -1.61501, 0.40197], [-3.46275, 0.85783, 2.60451], [-3.83466, 1.78888, 2.10038], [-4.18653, 0.03785, 2.40362], [3.88620, -1.06759, 0.07918], [3.60881, -0.23430, 1.26138], [4.83954, 0.03665, 2.04735], [4.71872, 1.37238, 2.78235], [3.41549, 1.39732, 3.48656], [2.27560, 1.10270, 2.60000], [1.06340, 1.60790, 3.13220], [2.38243, 0.34739, 1.49864], [1.42597, 0.16355, 0.68727], [4.75026, -0.66476, -0.49374], [3.02837, -1.15003, -0.52063], [4.20509, -2.02216, 0.48667], [5.74805, -0.01742, 1.32442], [4.87428, -0.65256, 2.86088], [4.83133, 2.17755, 2.04457], [5.44365, 1.47974, 3.62536], [3.28279, 2.38669, 3.97214], [3.46468, 0.55971, 4.13412], [0.54876, 0.90645, 3.84820], [0.35439, 1.68194, 2.31432], [1.21970, 2.57875, 3.59352]]}